*a*
{"formula": "C5H10O2S", "method": "wB97M-V/def2-TZVPD", "charge": 0, "gap_ev": 9.385, "species": ["C", "C", "C", "C", "C", "H", "H", "H", "H", "H", "H", "H", "H", "H", "H", "O", "O", "S"], "xyz": [[-0.845, 1.678, -0.522], [-0.066, 0.885, 0.757], [-0.045, -1.025, 1.513], [0.732, -0.262, 0.336], [0.149, -0.811, -0.974], [-1.743, 2.214, -0.271], [-0.059, 2.376, -0.822], [-1.272, 1.032, -1.301], [0.216, 1.739, 1.395], [0.799, -0.956, 2.318], [-0.269, -2.144, 1.477], [2.833, -0.794, -1.191], [0.970, -1.450, -1.455], [-0.097, 0.135, -1.599], [-1.761, -0.738, -0.461], [-1.035, -0.151, 1.328], [-0.953, -1.732, -0.702], [2.446, 0.003, 0.176]]}


*b*
{"formula": "C5H10O2S", "method": "wB97M-V/def2-TZVPD", "charge": 0, "gap_ev": 8.979, "species": ["C", "C", "C", "C", "C", "H", "H", "H", "H", "H", "H", "H", "H", "H", "H", "O", "O", "S"], "xyz": [[-0.851, 2.146, 0.930], [-0.031, 0.012, -0.177], [-1.193, -0.996, 0.297], [1.376, 0.078, 0.435], [1.083, -1.600, -1.737], [-2.194, 2.098, 1.065], [-0.089, 1.332, 1.768], [-0.267, 3.583, 0.768], [-2.251, -0.541, -0.115], [-1.121, -2.166, -0.105], [-1.466, -0.909, 1.420], [1.741, 0.977, -0.150], [1.270, -0.030, 1.721], [1.916, -1.020, 0.083], [1.352, -1.551, -2.886], [0.240, -0.523, -1.627], [1.152, -2.510, -0.962], [-0.668, 1.621, -0.726]]}


In terms of stability, *a* leads; the second structure lies 0.0321 hartree higher.


*a*
{"formula": "C24H60N4O8", "method": "wB97M-V/def2-TZVPD", "charge": 0, "gap_ev": 8.812, "smiles": "COCCNCCOC.COCCNCCOC.COCCNCCOC.COCCNCCOC", "species": ["C", "O", "C", "C", "N", "C", "C", "O", "C", "H", "H", "H", "H", "H", "H", "H", "H", "H", "H", "H", "H", "H", "H", "H", "C", "O", "C", "C", "N", "C", "C", "O", "C", "H", "H", "H", "H", "H", "H", "H", "H", "H", "H", "H", "H", "H", "H", "H", "C", "O", "C", "C", "N", "C", "C", "O", "C", "H", "H", "H", "H", "H", "H", "H", "H", "H", "H", "H", "H", "H", "H", "H", "C", "O", "C", "C", "N", "C", "C", "O", "C", "H", "H", "H", "H", "H", "H", "H", "H", "H", "H", "H", "H", "H", "H", "H"], "xyz": [[2.014, -1.417, -2.485], [1.239, -0.666, -1.568], [1.929, 0.162, -0.666], [1.050, 0.888, 0.388], [-0.032, 1.574, -0.367], [-0.926, 2.353, 0.453], [-1.960, 1.581, 1.306], [-3.169, 1.394, 0.566], [-3.345, 0.228, -0.209], [2.279, -2.335, -1.961], [2.878, -0.934, -2.941], [1.290, -1.690, -3.253], [2.545, 0.718, -1.373], [2.723, -0.320, -0.097], [1.453, 1.592, 1.115], [0.574, 0.109, 0.984], [-0.553, 0.811, -0.775], [-1.619, 2.934, -0.155], [-0.260, 2.965, 1.061], [-2.232, 2.275, 2.102], [-1.498, 0.780, 1.882], [-3.823, -0.550, 0.388], [-2.350, -0.074, -0.536], [-4.061, 0.246, -1.030], [-4.870, 8.500, 7.862], [-3.739, 7.646, 7.576], [-3.993, 6.542, 6.727], [-2.716, 5.748, 6.652], [-1.624, 6.271, 5.800], [-1.241, 7.690, 6.060], [-0.307, 8.120, 4.967], [-0.898, 8.411, 3.688], [-0.017, 9.082, 2.807], [-4.438, 9.255, 8.519], [-5.735, 8.055, 8.355], [-5.366, 8.968, 7.012], [-4.322, 6.779, 5.715], [-4.747, 5.907, 7.192], [-2.988, 4.808, 6.173], [-2.346, 5.588, 7.665], [-1.916, 6.172, 4.838], [-0.781, 7.794, 7.042], [-1.990, 8.481, 6.052], [0.574, 7.479, 5.008], [0.011, 9.143, 5.168], [0.922, 8.596, 2.542], [0.075, 10.086, 3.221], [-0.537, 9.155, 1.852], [2.950, 1.892, -15.004], [2.192, 1.954, -13.778], [1.184, 1.029, -13.487], [0.642, 1.264, -12.101], [1.635, 1.441, -11.040], [1.023, 1.355, -9.723], [0.248, 0.088, -9.314], [-1.059, 0.299, -9.749], [-2.010, -0.696, -9.369], [3.720, 2.657, -15.098], [2.254, 1.795, -15.837], [3.494, 0.975, -14.777], [1.790, 0.161, -13.748], [0.358, 1.095, -14.195], [-0.071, 0.479, -11.852], [0.057, 2.180, -12.188], [2.436, 2.055, -11.079], [0.335, 2.180, -9.541], [1.883, 1.601, -9.100], [0.301, 0.008, -8.229], [0.560, -0.855, -9.762], [-1.892, -1.694, -9.792], [-2.955, -0.219, -9.628], [-2.132, -0.805, -8.291], [0.953, -12.301, 8.290], [0.709, -12.034, 6.867], [1.467, -10.926, 6.406], [1.077, -9.602, 6.985], [1.336, -8.562, 6.061], [2.615, -7.876, 6.046], [2.464, -6.420, 5.554], [1.670, -6.416, 4.354], [2.204, -6.964, 3.175], [1.832, -12.805, 8.691], [0.186, -13.045, 8.504], [0.935, -11.485, 9.012], [1.429, -10.946, 5.317], [2.503, -11.128, 6.677], [1.516, -9.342, 7.949], [-0.002, -9.705, 7.103], [0.501, -7.995, 6.049], [3.105, -8.501, 5.299], [3.037, -7.915, 7.050], [3.394, -5.966, 5.210], [2.048, -5.857, 6.389], [1.481, -6.911, 2.360], [2.381, -8.039, 3.202], [3.063, -6.402, 2.810]]}


*b*
{"formula": "C24H60N4O8", "method": "wB97M-V/def2-TZVPD", "charge": 0, "gap_ev": 9.228, "smiles": "COCCNCCOC.COCCNCCOC.COCCNCCOC.COCCNCCOC", "species": ["C", "O", "C", "C", "N", "C", "C", "O", "C", "H", "H", "H", "H", "H", "H", "H", "H", "H", "H", "H", "H", "H", "H", "H", "C", "O", "C", "C", "N", "C", "C", "O", "C", "H", "H", "H", "H", "H", "H", "H", "H", "H", "H", "H", "H", "H", "H", "H", "C", "O", "C", "C", "N", "C", "C", "O", "C", "H", "H", "H", "H", "H", "H", "H", "H", "H", "H", "H", "H", "H", "H", "H", "C", "O", "C", "C", "N", "C", "C", "O", "C", "H", "H", "H", "H", "H", "H", "H", "H", "H", "H", "H", "H", "H", "H", "H"], "xyz": [[4.362, -5.375, 2.351], [4.223, -4.010, 1.915], [4.781, -3.781, 0.622], [3.804, -2.860, -0.119], [2.699, -3.583, -0.734], [1.783, -2.617, -1.364], [0.925, -1.776, -0.404], [0.272, -2.549, 0.560], [-0.443, -1.729, 1.451], [3.834, -5.311, 3.306], [5.409, -5.559, 2.613], [3.971, -6.102, 1.643], [4.847, -4.686, 0.013], [5.744, -3.266, 0.697], [4.384, -2.530, -0.989], [3.562, -2.042, 0.564], [2.070, -4.007, -0.052], [1.058, -3.156, -1.989], [2.332, -2.096, -2.155], [0.229, -1.294, -1.107], [1.533, -0.971, 0.025], [-0.929, -2.423, 2.138], [-1.150, -1.008, 1.037], [0.156, -1.152, 2.168], [3.046, 1.503, 1.429], [3.880, 0.381, 1.548], [4.906, 0.295, 0.604], [4.585, 0.329, -0.910], [4.337, 1.672, -1.412], [4.428, 1.767, -2.879], [3.174, 1.388, -3.639], [3.272, -0.003, -3.974], [2.109, -0.466, -4.590], [2.669, 1.705, 0.423], [3.582, 2.440, 1.661], [2.271, 1.434, 2.188], [5.409, -0.667, 0.710], [5.672, 1.067, 0.774], [3.735, -0.319, -1.122], [5.477, -0.148, -1.342], [5.072, 2.270, -1.050], [5.357, 1.343, -3.272], [4.545, 2.844, -3.040], [3.093, 1.995, -4.542], [2.286, 1.504, -3.015], [2.134, -1.523, -4.861], [1.888, 0.003, -5.558], [1.214, -0.346, -3.969], [-3.103, 2.183, 5.851], [-2.016, 2.588, 5.062], [-0.976, 1.609, 4.984], [-0.277, 1.900, 3.657], [-1.273, 1.781, 2.592], [-0.833, 2.194, 1.246], [-2.068, 2.281, 0.367], [-2.963, 3.208, 0.929], [-4.145, 3.401, 0.205], [-3.762, 1.396, 5.490], [-3.675, 3.081, 6.109], [-2.781, 1.965, 6.882], [-1.289, 0.562, 5.001], [-0.384, 1.815, 5.882], [0.567, 1.252, 3.418], [0.083, 2.938, 3.708], [-2.023, 2.412, 2.853], [-0.047, 1.523, 0.902], [-0.377, 3.186, 1.356], [-2.573, 1.329, 0.145], [-1.878, 2.524, -0.692], [-4.740, 2.480, 0.132], [-3.903, 3.894, -0.741], [-4.851, 4.026, 0.760], [-2.293, 2.207, -4.952], [-3.425, 1.863, -4.217], [-3.181, 1.004, -3.134], [-4.516, 0.705, -2.457], [-4.394, -0.103, -1.256], [-5.669, -0.317, -0.608], [-5.554, -0.920, 0.781], [-5.350, -2.350, 0.595], [-4.075, -2.820, 0.949], [-1.749, 1.302, -5.261], [-1.554, 2.829, -4.431], [-2.604, 2.753, -5.840], [-2.476, 1.472, -2.433], [-2.687, 0.116, -3.563], [-5.060, 0.097, -3.192], [-4.951, 1.691, -2.306], [-3.775, -0.894, -1.292], [-6.292, -1.011, -1.189], [-6.261, 0.600, -0.542], [-6.519, -0.839, 1.286], [-4.711, -0.634, 1.410], [-3.231, -2.462, 0.342], [-4.188, -3.902, 0.898], [-3.792, -2.499, 1.962]]}


In terms of stability, *b* leads; the second structure lies 0.1234 hartree higher.


*a*
{"formula": "C4H11NO", "method": "wB97M-V/def2-TZVPD", "charge": -1, "gap_ev": [3.231, 9.178], "spin_multiplicity": 2, "s2": 0.75, "species": ["N", "C", "C", "C", "C", "H", "H", "H", "H", "H", "H", "H", "H", "H", "H", "H", "O"], "xyz": [[0.255, -2.142, -0.235], [-0.974, -1.395, -0.759], [0.456, 2.295, -0.794], [0.435, 0.779, -0.788], [-0.734, 0.051, -0.788], [0.772, -1.667, 0.413], [0.872, -2.399, -0.964], [-1.840, -1.728, -0.314], [-1.208, -1.788, -1.830], [1.070, 2.712, -0.091], [0.777, 2.627, -1.781], [-0.493, 2.690, -0.752], [1.434, 0.338, -0.770], [-1.768, 0.487, -0.699], [-0.138, -0.145, 3.254], [-0.332, 0.561, 2.077], [0.497, 0.365, 2.734]]}


*b*
{"formula": "C4H11NO", "method": "wB97M-V/def2-TZVPD", "charge": -1, "gap_ev": [7.375, 6.493], "spin_multiplicity": 2, "s2": 0.76, "species": ["C", "C", "N", "C", "C", "O", "H", "H", "H", "H", "H", "H", "H", "H", "H", "H", "H"], "xyz": [[-0.618, -1.683, 0.234], [0.762, -1.106, 0.613], [0.779, 0.299, 0.903], [0.503, 1.282, -0.136], [-0.985, 1.553, -0.409], [1.190, -0.521, -2.344], [-0.534, -2.782, 0.193], [-0.846, -1.351, -0.770], [-1.403, -1.381, 0.945], [1.388, -1.248, -0.257], [1.175, -1.611, 1.492], [0.802, 0.650, 1.841], [0.930, 0.885, -1.059], [1.032, 2.200, 0.163], [-1.330, 2.560, -0.106], [-1.245, 1.404, -1.459], [-1.600, 0.849, 0.156]]}


In terms of stability, *b* leads; the second structure lies 0.0027 hartree higher.


*a*
{"formula": "C2H5OP", "method": "wB97M-V/def2-TZVPD", "charge": 0, "gap_ev": [10.605, 8.463], "spin_multiplicity": 3, "s2": 2.01, "species": ["C", "C", "O", "P", "H", "H", "H", "H", "H"], "xyz": [[0.645, 1.397, -0.068], [-1.167, -1.060, 0.151], [1.566, -1.048, 0.627], [0.555, -0.424, -0.172], [0.280, 2.077, -0.722], [0.574, 1.817, 0.866], [-1.226, -1.596, 1.130], [-1.851, -0.334, -0.194], [0.624, -0.828, -1.618]]}


*b*
{"formula": "C2H5OP", "method": "wB97M-V/def2-TZVPD", "charge": 0, "gap_ev": [8.310, 9.357], "spin_multiplicity": 3, "s2": 2.00, "species": ["C", "C", "O", "P", "H", "H", "H", "H", "H"], "xyz": [[1.295, 0.667, 0.687], [0.063, 0.613, -0.118], [0.962, 1.563, -0.365], [-1.736, 0.670, -0.004], [1.266, 1.231, 1.574], [2.015, 0.054, 0.363], [0.818, -1.776, -0.789], [-1.909, -0.524, 0.889], [-2.063, 0.083, -1.217]]}


In terms of stability, *a* leads; the second structure lies 0.1117 hartree higher.


*a*
{"formula": "C3HN3O", "method": "wB97M-V/def2-TZVPD", "charge": 0, "gap_ev": 9.401, "species": ["N", "C", "C", "C", "O", "N", "N", "H"], "xyz": [[-0.445, -1.168, 2.335], [-0.445, -0.561, 1.349], [-0.239, 0.104, 0.116], [0.280, -0.599, -1.063], [0.752, -0.039, -2.024], [0.001, 2.538, 0.113], [-0.116, 1.424, 0.139], [0.211, -1.699, -0.964]]}


*b*
{"formula": "C3HN3O", "method": "wB97M-V/def2-TZVPD", "charge": 0, "gap_ev": 2.544, "smiles": "C#Cc1nnon1", "species": ["C", "C", "C", "N", "N", "O", "N", "H"], "xyz": [[2.165, 1.164, 1.470], [1.228, 0.697, 0.901], [0.157, 0.087, 0.204], [0.352, -0.809, -0.792], [-0.764, -1.086, -1.307], [-1.693, -0.342, -0.639], [-1.118, 0.393, 0.326], [2.966, 1.556, 2.075]]}


*c*
{"formula": "C3HN3O", "method": "wB97M-V/def2-TZVPD", "charge": 0, "gap_ev": 9.141, "species": ["N", "C", "C", "C", "O", "N", "N", "H"], "xyz": [[-0.755, -1.245, 0.414], [-1.298, -2.292, 0.335], [-0.137, -0.035, 0.218], [1.155, 0.120, -0.456], [1.623, 1.189, -0.787], [-1.394, 2.045, 0.524], [-0.844, 1.070, 0.397], [1.650, -0.851, -0.644]]}


In terms of stability, *a* leads; the second structure lies 0.0393 hartree higher.


*a*
{"formula": "C4H10O3", "method": "wB97M-V/def2-TZVPD", "charge": 1, "gap_ev": [10.234, 6.134], "spin_multiplicity": 2, "s2": 0.76, "species": ["C", "C", "O", "C", "C", "H", "H", "H", "H", "H", "H", "H", "H", "O", "H", "H", "O"], "xyz": [[-2.686, 0.661, 0.591], [-1.554, 0.352, -0.040], [-0.584, -0.322, 0.648], [-0.971, 0.690, -1.452], [-0.532, -0.413, -2.163], [-2.760, 0.191, 1.602], [-3.506, 1.195, 0.242], [0.307, -0.129, 0.192], [-0.755, 1.679, -1.584], [-0.463, -1.387, -1.739], [-0.422, -0.128, -3.242], [2.711, 1.693, 2.290], [1.336, 0.947, 2.243], [2.281, 0.851, 2.192], [2.228, -2.453, 0.443], [3.167, -1.848, -0.259], [2.203, -1.579, 0.039]]}


*b*
{"formula": "C4H10O3", "method": "wB97M-V/def2-TZVPD", "charge": 1, "gap_ev": [8.077, 4.141], "spin_multiplicity": 2, "s2": 0.76, "species": ["C", "O", "C", "C", "C", "O", "H", "H", "H", "H", "H", "H", "H", "H", "H", "H", "O"], "xyz": [[-0.133, 0.907, 0.568], [0.105, 2.158, 1.162], [0.678, -0.117, 1.408], [1.003, -1.407, 0.706], [-0.106, -2.433, 0.630], [-1.015, -2.518, 1.390], [-1.201, 0.698, 0.504], [0.312, 0.860, -0.443], [-0.607, 2.745, 0.905], [1.559, 0.400, 1.781], [0.004, -0.282, 2.258], [1.814, -1.972, 1.197], [1.361, -1.287, -0.323], [0.018, -3.129, -0.230], [-0.693, 1.306, -3.648], [-1.624, 2.222, -4.370], [-1.476, 1.849, -3.494]]}


In terms of stability, *b* leads; the second structure lies 0.0252 hartree higher.